No. 1
15
Properties=species:S:1:pos:R:3:forces:R:3:nbo_charge:R:1 method="wB97M-V/def2-TZVPD" relative_energy_kcal_mol=10.5 charge=0 e_lumo_ev=1.0 energy_ev=-8294.541
C 2.383320 0.640811 0.485551 0.05 -0.02 -0.05 -0.64
C 1.021342 0.086221 0.201661 0.04 0.05 0.00 0.13
C 0.574650 -1.251923 0.287642 0.02 0.03 0.01 -0.35
C -0.751454 -1.199177 -0.078696 -0.02 0.12 -0.05 -0.04
N -1.026628 0.095265 -0.356208 -0.07 -0.17 0.01 -0.16
C -2.292353 0.673634 -0.743613 -0.12 0.02 -0.05 -0.40
N 0.039164 0.891373 -0.189804 0.10 -0.21 0.06 -0.28
H 2.571646 1.509297 -0.149984 -0.02 -0.09 0.09 0.23
H 3.157801 -0.106011 0.291833 -0.10 0.08 0.02 0.22
H 2.479913 0.958650 1.527911 -0.04 -0.04 -0.08 0.22
H 1.146105 -2.126908 0.566446 -0.10 0.15 -0.05 0.23
H -1.506086 -1.968988 -0.177645 0.13 0.14 0.03 0.22
H -2.965147 -0.125715 -1.063003 0.10 0.12 0.06 0.21
H -2.131503 1.365364 -1.572753 -0.03 -0.09 0.11 0.22
H -2.743104 1.216673 0.092790 0.06 -0.08 -0.12 0.21

***

No. 2
108
Properties=species:S:1:pos:R:3:forces:R:3:mulliken_charge:R:1 method="wB97M-V/def2-TZVPD" relative_energy_kcal_mol=19.4 charge=0 e_lumo_ev=-1.9 energy_ev=-81389.872
Bi 0.447337 -1.896288 2.348718 -0.04 -0.47 -0.51 1.67
N 1.105439 -5.593100 4.649037 0.04 -0.13 -0.18 -0.37
C 1.390804 -4.518309 3.884831 0.05 -0.16 0.33 0.46
O 1.024640 -4.457298 2.713410 -0.04 0.21 -0.07 -0.66
C 2.210554 -3.433318 4.558934 -0.10 0.13 -0.11 -1.00
C 2.197514 -2.098107 3.819446 0.06 0.00 -0.02 -1.69
H 0.462829 -6.271633 4.275741 -0.02 0.01 -0.03 0.27
H 1.230161 -5.568313 5.645131 -0.03 0.15 0.03 0.22
H 3.225433 -3.833541 4.655889 -0.01 -0.01 0.03 0.45
H 1.817263 -3.315623 5.570829 0.05 -0.04 0.03 0.47
H 3.143596 -1.891780 3.320072 -0.07 0.05 -0.01 0.84
H 2.012740 -1.281362 4.515897 0.02 0.01 0.01 0.60
C 5.440031 -3.046740 1.964742 -0.17 0.02 0.03 -1.50
C 4.170495 -3.799928 1.556447 0.16 -0.16 -0.07 2.10
C 4.230265 -5.258181 2.019105 -0.04 0.14 -0.05 -2.01
C 3.935255 -3.681888 0.064846 -0.15 0.15 0.14 0.68
C 4.639978 -4.492526 -0.812239 0.01 -0.02 -0.05 -0.37
C 4.435162 -4.408650 -2.176199 0.03 -0.06 -0.01 -1.31
C 3.498571 -3.515991 -2.659314 0.03 -0.11 0.01 -0.92
C 2.773759 -2.672286 -1.820876 -0.10 0.02 0.11 0.37
C 1.768001 -1.770702 -2.517817 0.01 0.23 0.10 0.46
C 2.294685 -0.339503 -2.701399 -0.06 -0.13 0.03 -1.38
C 0.376963 -1.753327 -1.895746 -0.02 -0.19 -0.03 -1.14
C 3.021790 -2.730403 -0.432744 0.55 -0.17 -0.27 -0.60
N 2.407969 -1.851245 0.494999 -0.49 0.07 0.03 1.06
C 2.918753 -0.692049 0.704747 0.19 -0.09 -0.27 -0.32
C 2.395054 0.324499 1.545849 0.00 0.29 0.31 0.21
C 2.966040 1.593380 1.656538 0.07 -0.26 -0.10 -1.71
C 2.139214 2.323845 2.489133 -0.06 0.15 -0.02 -0.89
C 1.063628 1.496843 2.861878 0.29 0.03 -0.18 -0.76
N 1.235877 0.264845 2.316136 0.12 0.59 -0.08 0.97
C -0.059197 2.014747 3.747896 0.01 0.00 0.11 2.96
C -0.308736 3.486903 3.378709 0.06 -0.01 0.04 -1.77
C -1.393648 1.292301 3.589355 0.08 0.03 -0.19 -1.54
C 0.399807 1.930817 5.212542 -0.05 -0.03 -0.04 -1.86
H 5.618404 -3.146273 3.038354 0.01 0.03 0.00 0.37
H 5.352601 -1.984005 1.727786 0.06 0.00 0.01 0.30
H 6.308125 -3.446253 1.435638 0.01 0.01 0.00 0.40
H 3.319586 -3.334778 2.043284 0.00 -0.07 0.00 -1.02
H 5.136001 -5.754014 1.664127 -0.02 -0.05 0.02 0.51
H 3.358989 -5.804395 1.657957 0.02 -0.06 0.02 0.44
H 4.235293 -5.304376 3.110553 0.03 -0.02 -0.01 0.39
H 5.362577 -5.200188 -0.424514 -0.03 -0.01 0.03 0.34
H 4.982358 -5.053586 -2.852410 0.00 0.03 -0.02 0.36
H 3.308702 -3.475357 -3.726401 -0.02 0.03 0.02 0.34
H 1.652256 -2.198885 -3.518178 0.06 0.01 0.01 0.59
H 2.304148 0.189014 -1.747436 0.04 0.05 0.02 0.10
H 1.645487 0.215774 -3.384933 0.01 0.00 0.02 0.41
H 3.306692 -0.343964 -3.110415 -0.01 0.04 0.00 0.39
H 0.362021 -1.205022 -0.960719 -0.01 0.12 0.19 -0.20
H 0.008060 -2.762879 -1.701193 -0.01 0.05 -0.01 0.37
H -0.313437 -1.267993 -2.588111 -0.11 0.04 0.02 0.47
H 3.843897 -0.401853 0.192226 -0.03 -0.02 -0.06 0.25
H 3.872233 1.916302 1.165163 -0.01 0.00 0.01 0.52
H 2.288065 3.351394 2.778902 -0.03 -0.05 0.00 0.38
H -0.585041 3.559535 2.324458 0.00 0.07 0.01 0.27
H 0.568833 4.110536 3.553300 -0.09 0.02 0.00 0.34
H -1.128944 3.881548 3.981878 0.00 -0.01 0.02 0.47
H -1.657150 1.182137 2.539882 -0.03 0.02 0.06 0.09
H -2.177294 1.866256 4.089286 0.02 -0.02 0.07 0.52
H -1.371969 0.310175 4.035390 -0.02 -0.39 0.10 0.19
H 1.323900 2.491804 5.367244 0.00 -0.02 0.00 0.38
H 0.574053 0.889526 5.490946 0.00 0.01 0.03 0.25
H -0.370072 2.336243 5.874009 -0.01 -0.01 0.01 0.48
C -6.578604 1.060922 -1.746708 0.09 -0.05 -0.08 -1.08
C -5.569813 0.250561 -2.557831 -0.16 0.13 0.12 -0.94
N -4.278509 0.174690 -1.894278 0.00 -0.30 0.04 0.14
C -4.027927 -0.907073 -1.070970 -0.05 0.19 -0.14 0.12
C -3.002462 -1.016675 -0.208047 0.26 -0.58 0.28 -0.39
C -2.866263 -2.381679 0.572458 -0.32 0.50 -0.35 0.06
O -3.287394 -3.345831 -0.084194 0.04 -0.08 0.16 -0.79
O -2.399381 -2.296814 1.721018 0.18 -0.08 -0.03 -0.76
C -2.051364 0.062709 -0.109320 -0.13 0.05 -0.03 0.51
O -1.158116 0.188251 0.717590 0.20 -0.15 -0.22 0.44
C -2.194285 1.093620 -1.170363 -0.14 0.10 0.03 0.20
C -1.182912 2.035184 -1.307510 0.07 0.05 0.00 -0.50
C -1.295253 3.042458 -2.226977 0.02 -0.10 -0.01 0.33
F -0.254717 3.905355 -2.385824 -0.06 0.10 -0.09 -0.40
C -2.444968 3.189630 -3.004104 0.00 -0.08 0.10 -1.35
C -3.453389 2.249136 -2.869792 -0.14 0.06 -0.09 -0.89
C -3.335769 1.163724 -1.990602 0.24 0.15 0.01 0.75
N -2.648607 4.263084 -3.928146 0.11 0.05 -0.09 0.28
C -1.936703 5.509382 -3.727192 -0.19 -0.05 -0.10 -0.64
C -2.696106 6.625172 -4.430969 0.15 -0.04 0.45 -0.99
N -2.787164 6.283913 -5.889898 -0.04 0.03 0.02 -0.13
C -3.463635 4.961749 -6.095353 -0.09 -0.47 -0.02 -0.69
C -2.684088 3.902710 -5.330455 0.03 0.15 0.02 -0.57
H -7.548483 1.077157 -2.245678 0.01 0.02 0.00 0.41
H -6.234066 2.087143 -1.609718 -0.02 0.01 0.01 0.29
H -6.704253 0.609351 -0.762897 -0.02 0.03 0.01 0.33
H -5.450637 0.667665 -3.558708 0.03 -0.07 -0.03 0.39
H -5.933017 -0.769083 -2.675092 0.06 -0.02 -0.05 0.46
H -4.719446 -1.735080 -1.170717 0.00 -0.01 0.04 0.52
H -0.303211 1.949129 -0.678508 -0.02 -0.02 0.01 0.76
H -4.348407 2.384200 -3.463957 -0.01 0.03 0.06 0.61
H -0.906530 5.480197 -4.116700 0.02 -0.01 0.08 0.43
H -1.885188 5.739606 -2.666928 0.04 0.03 0.03 0.50
H -2.183192 7.579745 -4.325255 -0.01 0.01 -0.13 0.42
H -3.708745 6.704606 -4.041084 -0.05 0.00 -0.11 0.37
H -1.834397 6.213507 -6.255065 0.00 0.07 -0.08 0.40
H -3.265929 7.020210 -6.405839 0.01 0.03 -0.03 0.35
H -3.506539 4.747336 -7.162016 0.08 0.10 -0.01 0.38
H -4.473840 5.041297 -5.698692 0.01 0.12 0.01 0.36
H -1.670184 3.820327 -5.763323 0.00 -0.06 0.01 0.19
H -3.174121 2.940521 -5.456381 -0.01 0.00 -0.02 0.48
S -0.960387 -3.219703 6.785712 -0.08 -0.37 0.70 -0.48
C -0.754300 -2.526844 5.362429 0.09 0.48 -0.86 0.50
N -0.584101 -1.997975 4.325290 -0.42 -0.01 0.78 -1.07

***

No. 3
49
Properties=species:S:1:pos:R:3:forces:R:3:nbo_charge:R:1 method="wB97M-V/def2-TZVPD" charge=-1 e_lumo_ev=2.7 energy_ev=-38566.815
C -2.727981 -2.180072 0.892766 -0.02 0.29 0.14 -0.62
C -2.938325 -0.911552 0.054107 -0.18 -0.20 0.21 -0.73
P -2.594787 -1.125428 -1.822084 -0.12 -0.06 -0.03 1.18
O -1.944168 0.515541 -1.933427 -0.05 0.10 -0.04 -0.83
C -0.702921 0.693580 -1.329034 -0.33 -0.22 -0.08 -0.08
C -0.157344 -0.689712 -0.889920 0.10 -0.08 -0.09 -0.08
O -0.944026 -1.676152 -1.467878 0.13 -0.08 -0.16 -0.83
H -1.762096 -2.155956 1.404410 0.08 -0.12 -0.15 0.19
H -2.770344 -3.073174 0.265941 -0.02 -0.05 0.04 0.21
H -3.479790 -2.264933 1.685629 -0.03 -0.11 -0.06 0.18
H -3.986703 -0.597920 0.121747 0.03 -0.01 -0.08 0.19
H -2.354644 -0.106795 0.507354 0.01 0.12 -0.10 0.19
H -2.314774 -1.320474 -3.234340 0.06 0.02 0.05 -0.16
H -3.910360 -0.617556 -2.162742 0.08 0.04 0.01 -0.18
H -3.079962 -2.494611 -1.741205 0.01 0.06 0.02 -0.18
H -0.802903 1.349718 -0.450680 0.20 0.13 -0.02 0.14
H -0.018010 1.150345 -2.055421 0.07 0.16 0.11 0.14
H 0.878206 -0.796088 -1.237601 0.05 -0.05 0.15 0.15
H -0.149987 -0.786685 0.206885 0.02 0.11 0.04 0.14
C -2.198133 1.828920 6.552907 -0.08 0.01 -0.05 -0.64
C -1.150801 1.600412 5.484607 0.12 -0.02 0.10 -0.07
O -1.740718 1.432561 4.190546 0.00 -0.03 0.00 -0.49
C -2.101961 2.559021 3.574570 -0.07 0.04 -0.02 0.98
O -1.954517 3.676390 4.008557 0.02 0.04 0.01 -0.67
O -2.651288 2.237482 2.415054 0.02 -0.08 0.05 -0.48
C -3.120894 3.333818 1.627963 -0.01 -0.03 -0.16 -0.26
H -2.932564 1.023075 6.539759 0.02 -0.02 0.02 0.21
H -1.727489 1.855544 7.536687 0.01 -0.01 0.00 0.21
H -2.715050 2.773717 6.390959 0.03 0.01 0.00 0.22
H -0.612752 0.670494 5.658547 -0.02 -0.02 -0.03 0.19
H -0.431493 2.418249 5.451119 -0.03 0.03 -0.01 0.19
H -2.336790 4.076324 1.497305 0.01 0.01 0.03 0.19
H -3.988868 3.792900 2.099844 0.02 0.02 0.04 0.18
H -3.394357 2.900783 0.670526 0.01 -0.02 0.00 0.22
C 6.803429 -1.616439 -2.586207 -0.06 -0.08 -0.01 -0.64
C 6.234699 -0.496832 -3.430698 0.10 0.09 0.02 -0.07
O 5.156340 -0.949102 -4.259501 0.01 0.00 -0.01 -0.51
C 3.976532 -1.072219 -3.629319 -0.02 -0.07 -0.03 0.98
O 3.777927 -0.812412 -2.471937 0.00 0.02 0.05 -0.64
O 3.092009 -1.527109 -4.501631 -0.01 0.02 -0.04 -0.50
C 1.766889 -1.740803 -3.975781 -0.23 -0.02 0.02 -0.26
H 7.101207 -2.454159 -3.218037 0.04 0.01 0.00 0.21
H 7.679127 -1.263689 -2.039659 0.01 0.01 0.00 0.21
H 6.065872 -1.968072 -1.866725 -0.01 0.03 0.01 0.23
H 6.977966 -0.120771 -4.132223 -0.01 -0.02 -0.03 0.18
H 5.890528 0.330223 -2.810600 -0.03 -0.02 0.02 0.20
H 1.385716 -0.850522 -3.483190 0.05 0.01 0.03 0.21
H 1.763534 -2.571915 -3.274598 0.02 0.04 0.06 0.20
H 1.146822 -1.977947 -4.833354 0.02 -0.01 -0.02 0.20

***

No. 4
80
Properties=species:S:1:pos:R:3:forces:R:3:mulliken_charge:R:1 method="wB97M-V/def2-TZVPD" relative_energy_kcal_mol=30.6 charge=0 e_lumo_ev=-1.0 energy_ev=-52685.007
C -2.720048 2.192194 -0.146892 -0.32 -0.15 0.46 -1.45
C -2.576808 1.264557 1.043126 0.25 1.18 -0.35 0.14
O -2.790159 -0.105667 0.587400 0.31 0.35 1.05 -0.37
P -2.411923 -1.246977 1.620016 -0.56 -1.67 -0.68 0.95
O -3.252373 -2.427616 1.330688 -0.02 -0.11 -0.05 -0.85
C -0.682084 -1.700021 1.320977 -0.29 0.66 0.26 -0.55
C -0.690672 -2.419135 -0.017187 0.11 -0.43 0.29 -1.00
C 0.692782 -2.815295 -0.490027 -0.28 0.75 -0.18 -0.63
N 0.592064 -3.497007 -1.796949 0.36 -0.58 -0.41 0.21
C -0.526960 -3.805876 -2.423661 -0.99 -0.24 -0.66 -0.18
N -0.260637 -4.387341 -3.602093 1.17 0.54 1.07 0.10
C 1.119236 -4.461648 -3.724683 -0.05 -0.49 -0.25 0.35
C 1.773995 -5.043371 -4.944062 0.15 0.78 0.18 -0.70
O 2.646452 -4.062384 -5.499214 -0.15 -0.32 0.02 -0.35
C 2.083884 -3.398217 -6.575438 0.36 0.42 -0.51 -0.33
O 1.910918 -4.304015 -7.633369 -0.12 0.16 0.21 -0.36
C 1.086212 -3.786524 -8.657149 -0.14 -0.47 -0.40 -0.62
C -0.371778 -4.136650 -8.470937 -0.29 0.09 -0.25 -0.40
O -0.497869 -5.534077 -8.274358 0.17 -0.05 0.32 -0.53
C 1.651048 -3.924998 -2.596169 -0.62 -0.05 -0.32 -0.66
O -2.486813 -0.793706 3.127966 0.07 0.46 -0.32 -0.28
C -3.801035 -0.421549 3.605432 -0.07 0.45 0.65 -0.18
C -4.209836 -1.228203 4.833201 -0.41 0.38 -0.25 -1.28
H -3.036338 3.154096 0.246445 0.31 0.26 -0.08 0.34
H -1.794682 2.309746 -0.697529 0.03 0.00 -0.16 0.26
H -3.547736 1.835614 -0.760273 0.11 -0.08 -0.28 0.45
H -1.612392 1.412399 1.542331 0.15 -0.07 -0.12 0.54
H -3.340432 1.563864 1.757806 -0.23 -0.50 0.15 -0.04
H -0.051302 -0.809946 1.313731 0.13 0.02 0.09 0.16
H -0.405906 -2.361331 2.138504 0.24 -0.02 0.07 0.45
H -1.275836 -3.328048 0.115334 -0.25 0.00 -0.06 0.50
H -1.197684 -1.788880 -0.747257 0.08 0.03 -0.19 0.55
H 1.194492 -3.451485 0.232068 0.06 -0.24 -0.09 0.34
H 1.296553 -1.925283 -0.656912 0.17 0.00 0.02 0.42
H -1.553396 -3.658851 -2.140465 0.12 0.29 0.54 0.50
H -0.953626 -4.691948 -4.263563 -0.01 -0.07 -0.09 0.24
H 0.995440 -5.316833 -5.654648 0.09 -0.30 -0.19 0.32
H 2.390941 -5.901610 -4.701988 -0.10 -0.19 0.05 0.34
H 2.797025 -2.629784 -6.880870 0.10 0.08 0.16 0.36
H 1.136672 -2.893920 -6.328303 -0.14 -0.19 0.17 0.33
H 1.415840 -4.254927 -9.581857 0.15 -0.05 -0.03 0.38
H 1.190201 -2.706345 -8.785904 0.08 0.10 0.12 0.38
H -0.827651 -3.565107 -7.654036 0.03 -0.06 0.14 0.24
H -0.891390 -3.861527 -9.392143 -0.02 0.27 -0.02 0.44
H -1.419356 -5.775955 -8.389062 -0.07 -0.05 -0.05 0.31
H 2.689471 -3.830145 -2.347912 0.05 0.20 0.25 0.52
H -3.738904 0.626278 3.885526 0.21 0.13 -0.11 0.25
H -4.546407 -0.492820 2.816587 0.06 -0.21 -0.17 0.44
H -3.376877 -1.778406 5.255116 0.05 -0.15 -0.05 0.30
H -4.577570 -0.533598 5.584974 0.07 0.01 0.19 0.36
H -5.052061 -1.870974 4.595365 0.19 -0.43 0.02 0.30
C 2.990311 4.204844 1.551040 0.41 -0.11 -0.09 -1.83
C 2.154810 3.336932 2.511930 0.36 0.38 0.14 1.74
C 2.841166 3.308982 3.885237 0.08 -0.07 0.31 -1.41
C 2.747838 4.613787 4.679009 -0.04 0.03 0.02 -0.62
C 1.488151 5.425112 4.342253 0.27 0.11 0.01 -1.52
C 0.338164 4.601180 3.747030 0.22 0.02 0.34 1.94
N 0.816414 3.936206 2.555472 -0.18 0.05 -0.64 0.16
O -0.173829 3.170213 1.927512 -0.39 -0.46 0.00 -0.75
C -0.746746 5.594184 3.331098 -0.32 0.13 0.06 -1.85
C -0.253346 3.671712 4.823741 -0.15 -0.10 0.23 -1.57
C 2.180323 1.907356 1.981826 -0.14 -0.29 -0.14 -1.88
H 2.534435 4.209327 0.559715 -0.13 0.00 0.05 0.38
H 4.018684 3.827187 1.449524 -0.04 -0.01 0.01 0.36
H 3.048039 5.237355 1.897169 -0.07 -0.01 0.05 0.34
H 2.399919 2.507517 4.484736 -0.09 -0.03 -0.12 0.30
H 3.894451 3.030530 3.765621 -0.01 0.00 -0.09 0.59
H 2.763112 4.376663 5.746619 0.01 -0.02 -0.01 0.35
H 3.633539 5.229669 4.500878 -0.02 0.02 -0.03 0.34
H 1.149064 5.952523 5.239143 -0.14 -0.06 -0.02 0.53
H 1.753102 6.208940 3.626592 -0.08 -0.08 -0.12 0.31
H -0.385180 6.236931 2.527023 0.06 -0.08 -0.03 0.43
H -1.031157 6.232124 4.176213 0.04 -0.04 0.04 0.39
H -1.641561 5.079505 2.981997 0.09 -0.09 -0.08 0.27
H -0.609233 4.253660 5.681554 0.02 0.03 -0.03 0.38
H 0.472795 2.948423 5.199839 0.02 0.02 -0.04 0.33
H -1.103961 3.117150 4.425400 0.09 -0.02 -0.17 0.18
H 3.215422 1.549277 1.937627 0.06 0.10 0.10 0.40
H 1.763863 1.846509 0.976804 -0.14 0.08 0.06 0.38
H 1.616650 1.233667 2.630860 -0.10 0.06 -0.03 0.31

***

> Among the records above, which one has the lowest charge?

C12H28O8P